[1]
DFT (ωB97M-V/def2-TZVPD) results for a cluster of 2 separate species, C5H13N4O in total.

Cartesian coordinates (Å):
C -1.5806 1.6934 0.5766
C -1.5804 0.4622 1.3254
C -0.3349 -0.1865 0.8404
C 1.2228 0.5065 -1.0023
C 2.5653 0.8812 -0.2805
N -0.6180 1.7655 -0.2559
N 0.1090 0.6080 -0.1297
N 0.0049 -1.4524 1.1590
N -2.1980 -1.3876 -1.2159
O 2.8515 -0.3643 0.4333
H -2.2360 2.5463 0.5524
H -1.8225 0.4490 2.3975
H -2.2441 -0.0104 0.5724
H 1.0299 1.0374 -1.8475
H 1.1766 -0.5111 -1.3915
H 2.2761 1.6924 0.3518
H 3.4235 1.2617 -0.8424
H -0.3137 -1.9081 1.9981
H 0.7157 -1.8896 0.6645
H -3.1071 -1.5414 -1.7381
H -1.6383 -2.3279 -1.0231
H -1.4849 -0.9640 -1.8037
H 3.7831 -0.3604 0.6594

Output
**Gap between HOMO and LUMO**: 10.56 eV
**LUMO level**: -3.19 eV
**Charge**: +1
**F_max**: 3.225 eV/A


[2]
DFT (ωB97M-V/def2-TZVPD) results for a cluster of 2 separate species, C4H10NP in total.

Cartesian coordinates (Å):
C 0.4889 0.5706 -0.7988
C -1.9375 0.7894 -0.6873
C -0.7565 -1.5612 -0.7443
C -0.6595 -0.0273 -0.7703
N 2.6814 0.4978 1.9404
P 1.0968 0.0994 2.4076
H 1.3942 -0.0999 -0.9398
H 0.5691 1.6770 -0.8510
H 3.0847 1.2001 2.5559
H -1.9255 1.6004 -0.0505
H -2.3677 0.9672 -1.7014
H -2.6361 0.1059 -0.2090
H -0.6742 -1.6417 0.3225
H -1.8425 -1.8854 -1.0144
H 0.0857 -2.1462 -1.1671
H 3.3986 -0.1461 1.7077

Output
**Gap between HOMO and LUMO (spin up / spin down)**: 6.94 / 6.94 eV
**LUMO level (spin up / spin down)**: -0.31 / -0.32 eV
**Charge**: 0
**F_max**: 3.728 eV/A


[3]
DFT (ωB97M-V/def2-TZVPD) results for a cluster of 6 separate species, C4H21N2O6S in total.

Cartesian coordinates (Å):
C -0.1654 -1.0096 1.9391
N -1.5798 -1.0467 2.3128
C -2.3525 0.1718 2.2794
O -2.3069 1.0180 1.1185
C 0.2553 -0.7246 0.3204
C -0.5054 -1.3309 -0.7462
S -1.8755 -0.5970 -1.5173
N 0.5921 0.6753 0.0702
H 0.2854 -1.9651 2.3504
H 0.1996 -0.1622 2.4834
H -2.1376 -1.7040 1.6709
H -1.8768 0.8353 3.0057
H -3.3871 -0.1018 2.5559
H 1.2233 -1.2626 0.3099
H -2.0215 0.4243 0.3895
H -0.4768 -2.3493 -1.0584
H -1.1192 0.1433 -2.4364
H -0.1564 1.3529 0.0811
H 1.2245 0.9526 0.8197
H 3.1854 1.9477 -2.2233
H 2.3232 1.4706 -1.2027
O 3.0803 2.0901 -1.2661
H 1.6903 -2.1247 -1.6905
H 2.5155 -1.0896 -0.9973
O 2.6119 -1.9212 -1.4745
H -2.3318 3.2014 -1.9128
H -2.1303 2.5320 -0.3938
O -1.8519 3.1348 -1.0916
H 1.4679 -2.5174 1.8625
H 1.8650 -3.2494 0.5689
O 2.0916 -3.1890 1.5026
H 0.7044 2.8213 -2.2116
H 0.2337 1.4183 -2.4934
O 0.7256 2.1557 -2.9246

Output
**Gap between HOMO and LUMO**: 5.84 eV
**LUMO level**: 3.09 eV
**Charge**: -1
**F_max**: 3.283 eV/A


[4]
DFT (ωB97M-V/def2-TZVPD) results for a structure of composition C22H49Li2N14O21.

Cartesian coordinates (Å):
Li 0.4549 -0.2374 -0.0983
Li 0.8444 -0.9295 2.8196
C 3.5709 1.3026 0.6740
C 4.8258 1.0182 0.2864
C 5.4427 -0.3993 0.5659
O 6.5045 -0.9171 0.0761
C 4.7381 -1.3284 1.2150
C 3.4063 -1.0989 1.7485
C 2.7646 0.2941 1.3122
O 1.5512 0.4313 1.5460
O 2.8225 -1.9032 2.5409
O 5.5157 1.9728 -0.2693
H 3.0682 2.2559 0.6035
H 5.1720 -2.2884 1.4530
C -0.8510 -3.6051 0.1701
C -1.2470 -4.8496 0.3340
C -0.9834 -5.5779 1.6555
O -1.2059 -6.8362 1.7291
C -0.5474 -4.9835 2.7980
C -0.2031 -3.5987 2.7128
C -0.4325 -2.8570 1.3035
O -0.1509 -1.6605 1.2257
O 0.1501 -3.0047 3.7048
O -1.6239 -5.3553 -0.7867
H -0.9906 -3.0302 -0.7334
H -0.5224 -5.5087 3.7414
C 0.1412 1.7301 6.1576
C 0.9004 0.8669 5.1137
C 2.1192 0.1637 5.7355
O 0.0318 -0.1334 4.5627
H 0.8323 2.3077 6.7717
H -0.4235 1.1276 6.8691
H -0.6025 2.4814 5.8919
H 1.2024 1.5030 4.2817
H 2.4802 -0.6466 5.1021
H 1.8740 -0.3410 6.6699
H 2.8655 0.8872 6.0637
C -3.2732 1.4766 3.6777
O -4.3722 1.7373 3.1531
N -2.9695 0.9101 4.8545
N -2.1872 1.7489 3.1123
H -3.7879 0.5559 5.3288
H -2.1238 0.3714 4.9757
H -1.3427 1.5769 3.6388
H -2.3244 2.1603 2.2001
C -2.8908 -0.1508 -0.1255
O -1.6921 0.2531 -0.2193
N -3.2350 -1.0009 0.7635
N -3.8782 0.2837 -0.8298
H -2.5032 -1.2866 1.3982
H -4.1194 -1.4522 0.9486
H -3.7541 0.8467 -1.6591
H -4.7482 -0.1545 -0.5630
C 0.3152 -1.5957 -4.2680
O 0.2658 -1.1697 -5.3509
N 1.3589 -2.2345 -3.7849
N -0.6029 -1.4690 -3.2793
H 2.0277 -2.4489 -4.5107
H 1.2558 -2.7313 -2.9116
H -0.5130 -1.9200 -2.3801
H -1.3202 -0.7855 -3.4752
C 1.4973 4.3401 1.2462
O 2.6293 4.6816 1.1478
N 0.9747 3.2208 1.6687
N 0.5011 5.0728 0.8456
H 1.5307 2.3814 1.5889
H -0.0292 3.1663 1.5729
H -0.4447 4.7245 0.9107
H 0.6243 5.8671 0.2340
C -3.6986 0.2394 -4.5213
O -2.7944 0.5336 -3.7530
N -4.7094 -0.4508 -4.1624
N -3.5029 0.2798 -5.8412
H -5.4214 -0.5300 -4.8744
H -4.6288 -1.0152 -3.3287
H -4.2231 0.2196 -6.5467
H -2.5954 0.6897 -6.0102
C -2.8975 3.4408 -0.0870
O -1.7448 3.5907 0.2408
N -3.3296 3.6709 -1.2968
N -3.9970 3.0633 0.6110
H -4.2981 3.4541 -1.4841
H -2.6602 3.9021 -2.0169
H -4.7966 2.8636 0.0273
H -4.0893 2.7508 1.5670
C 3.4159 0.8626 -4.5303
O 4.2935 1.6536 -4.5892
N 2.8291 0.3140 -5.4941
N 3.0032 0.3763 -3.3782
H 3.0778 0.4139 -6.4679
H 2.0240 -0.2141 -5.1891
H 2.2778 -0.3254 -3.4183
H 3.1876 0.9695 -2.5818
O 1.6852 -1.5322 -1.0902
H 1.5423 -2.4750 -1.0070
H 2.4849 -1.4557 -1.6106
O 0.9608 -4.1758 -1.7681
H 1.5587 -4.6643 -1.2023
H 0.0888 -4.3844 -1.4328
O 0.5691 1.6152 -1.0136
H -0.3828 1.5582 -0.9305
H 0.7480 2.5529 -1.0852
O 4.3597 -2.8803 -1.6495
H 4.8188 -3.0313 -0.8232
H 4.9409 -2.3033 -2.1449
O -0.5382 1.9765 -4.4467
H -1.3387 1.4848 -4.2631
H -0.5826 2.7339 -3.8631

Output
**Gap between HOMO and LUMO**: 3.35 eV
**LUMO level**: 3.86 eV
**Charge**: -3
**F_max**: 7.286 eV/A